--- i ---
# C5H10NOS

The ion C5H10NOS with charge -1 (wB97M-V/def2-TZVPD, the Open Molecules 2025 dataset).

Output
charge: -1
HOMO: -2.720 eV
LUMO energy: 3.62 eV
HOMO-LUMO gap: 0.233 hartree

Positions of all 18 atoms, in Å:
C 0.8869 -0.7399 -1.1990
N -0.0311 -0.9933 -0.1013
C 0.0835 -0.1436 1.0866
C -0.9692 -0.5411 2.1210
S -1.3534 0.9366 3.1317
C -0.1200 1.3228 0.7325
O 0.7527 2.1640 0.7119
C 0.4481 0.3232 -2.2174
H 1.0464 -1.6686 -1.7451
H 1.8193 -0.4528 -0.7219
H -0.9962 -1.1101 -0.3794
H 1.0984 -0.3068 1.4575
H -1.8781 -0.7654 1.5596
H -0.6408 -1.4114 2.6925
H -1.1050 1.4931 0.2520
H 0.7050 0.0727 -3.2504
H -0.6290 0.5204 -2.1269
H 0.8826 1.3001 -2.0039


--- ii ---
# C5H10NOS

A cluster of 2 separate species, C5H10NOS in total (wB97M-V/def2-TZVPD, the Open Molecules 2025 dataset).

Output
charge: -1
HOMO: -3.575 eV
LUMO energy: 0.63 eV
HOMO-LUMO gap: 0.155 hartree

Positions of all 18 atoms, in Å:
C 2.3987 -0.5830 0.1201
C 2.5116 -1.8463 0.5230
S -4.6371 1.1048 -0.0973
C 1.1336 0.2649 0.0304
N -0.0537 -0.6507 0.0514
C -1.2035 0.1533 0.4760
C -1.7284 1.0774 -0.5952
O 1.1391 1.0606 -1.0540
H 1.1012 0.9081 0.9433
H 3.3078 -0.0146 -0.0582
H 1.6570 -2.4553 0.7913
H 3.4458 -2.3671 0.3222
H -0.2154 -0.8865 -0.9216
H -0.8654 0.7757 1.3055
H -1.9901 -0.5034 0.8468
H -1.9441 0.5761 -1.5418
H -1.2359 2.0234 -0.8011
H -2.8213 1.3625 -0.3407


Of the structures shown above, i is the most stable.